1.
C17H17F2IrN4O6PSe as an isolated structure, computed with wB97M-V/def2-TZVPD.

XYZ file:
```
49
Properties=species:S:1:pos:R:3:nbo_charge:R:1
Ir 0.23 1.02 1.41 1.15
F -1.31 0.77 3.77 -0.37
C -1.64 1.31 2.54 0.25
F -2.64 0.56 2.03 -0.35
H -2.01 2.33 2.70 0.15
C 1.31 3.38 3.75 -0.96
P 1.84 2.58 2.23 0.99
C 2.08 3.89 1.01 -0.95
C 3.47 1.88 2.57 -0.95
H 2.06 4.09 4.09 0.26
H 1.14 2.63 4.53 0.26
H 0.37 3.92 3.58 0.26
H 2.76 4.64 1.40 0.26
H 1.12 4.35 0.77 0.27
H 2.49 3.47 0.09 0.26
H 4.14 2.67 2.92 0.26
H 3.89 1.44 1.67 0.26
H 3.40 1.12 3.34 0.26
O -1.22 3.05 -1.93 -0.51
C -1.06 2.01 -1.37 0.77
O -0.37 1.94 -0.21 -0.76
C -1.56 0.71 -1.92 -0.17
C -1.85 -0.38 -1.11 -0.18
C -2.28 -1.55 -1.70 0.09
C -2.45 -1.69 -3.07 -0.16
C -2.17 -0.57 -3.84 0.02
C -1.74 0.62 -3.30 -0.11
N -2.33 -0.68 -5.31 0.53
O -2.05 0.30 -5.96 -0.35
O -2.72 -1.74 -5.74 -0.35
N -2.53 -2.72 -0.84 0.52
O -2.95 -3.73 -1.35 -0.33
O -2.28 -2.60 0.35 -0.41
H -1.77 -0.34 -0.04 0.25
H -2.79 -2.61 -3.51 0.29
H -1.54 1.47 -3.93 0.28
Se -0.32 -2.04 2.95 1.11
N 0.30 -1.08 1.55 -0.85
C 0.74 -1.94 0.62 0.24
C 1.28 -1.60 -0.65 -0.29
C 1.64 -2.61 -1.48 -0.13
C 1.50 -3.99 -1.12 -0.20
C 1.01 -4.35 0.09 -0.16
C 0.61 -3.32 1.00 0.07
N 0.09 -3.56 2.19 -0.53
H 1.38 -0.56 -0.93 0.23
H 2.05 -2.37 -2.45 0.24
H 1.80 -4.74 -1.83 0.24
H 0.89 -5.38 0.38 0.25
```

Properties
HOMO level (spin up / spin down): -11.3 / -12.7 eV
ΔE to the lowest compared entry with this formula, charge and spin: 2.3 kcal/mol
2S+1: 5
Gap between HOMO and LUMO (spin up / spin down): 6.68 / 6.67 eV
Charge: +1
LUMO (spin up / spin down): -4.60 / -6.01 eV

=====

2.
C30H47Cl2EuN4O8Si as an isolated structure, computed with wB97M-V/def2-TZVPD.

XYZ file:
```
93
Properties=species:S:1:pos:R:3:mulliken_spin:R:1
C 4.33 -4.17 1.45 0.00
C 3.84 -3.35 0.29 0.00
H 5.14 -4.89 1.21 0.00
H 3.49 -4.78 1.84 0.00
H 4.73 -3.55 2.29 0.00
C 4.16 -3.68 -0.97 0.00
C 5.04 -4.78 -1.45 0.00
H 3.82 -3.02 -1.76 0.00
H 4.62 -5.80 -1.35 0.00
H 5.99 -4.75 -0.88 0.00
H 5.33 -4.69 -2.49 0.00
Eu -2.20 0.35 0.32 6.09
Cl -3.68 -1.10 1.99 -0.01
C -0.15 1.91 -2.10 0.00
O -1.31 1.47 -1.80 -0.01
N 0.04 2.89 -2.98 0.00
C -1.10 3.55 -3.61 0.00
C 1.38 3.31 -3.39 0.00
H 0.77 1.49 -1.65 0.00
H -2.01 3.01 -3.31 0.00
H -0.97 3.53 -4.70 0.00
H -1.14 4.60 -3.30 0.00
H 2.10 3.16 -2.58 0.00
H 1.35 4.38 -3.64 0.00
H 1.72 2.76 -4.28 0.00
H -6.28 3.90 2.95 0.00
H -4.37 4.07 4.90 0.00
C -5.89 2.90 2.78 0.00
C -4.21 3.04 4.57 0.00
N -4.47 2.90 3.12 0.00
H -6.02 2.58 1.74 0.00
C -3.57 2.33 2.31 0.00
O -3.67 2.23 1.06 0.00
H -3.19 2.76 4.81 0.00
H -2.70 1.90 2.85 0.00
H -6.39 2.19 3.47 0.00
H -4.92 2.41 5.13 0.00
H -0.02 -3.77 -0.01 0.00
H 1.25 -4.09 -2.71 0.00
C -0.74 -4.00 -0.82 0.00
C 0.28 -3.73 -3.08 0.00
N -0.50 -3.15 -1.98 0.00
H -1.76 -3.85 -0.47 0.00
C -1.11 -1.95 -2.10 0.00
O -1.96 -1.54 -1.27 0.00
H 0.45 -2.99 -3.87 0.00
H -0.81 -1.36 -2.99 0.00
H -0.59 -5.04 -1.14 0.00
H -0.27 -4.60 -3.49 0.00
O 1.79 -2.60 1.17 0.00
C 2.95 -2.13 0.61 0.00
C 2.04 -1.25 -1.70 0.00
C 2.83 -1.09 -0.58 0.00
H 1.24 -1.98 -1.66 0.00
C 2.23 -0.46 -2.86 0.00
H 3.39 -1.52 1.38 0.00
C 3.61 0.07 -0.51 0.00
H 1.59 -0.61 -3.73 0.00
C 3.25 0.50 -2.89 0.00
C 3.87 0.84 -1.66 0.00
H 4.01 0.35 0.46 0.00
H 3.57 0.97 -3.83 0.00
H 4.54 1.69 -1.60 0.00
Si 0.26 -2.60 2.74 0.00
Cl -0.08 -0.82 1.11 -0.05
C -1.14 -3.79 2.40 0.00
C -0.44 -1.40 4.10 0.00
C 1.77 -3.50 3.36 0.00
H -1.78 -3.67 1.52 0.00
H -1.86 -3.72 3.23 0.00
H -0.75 -4.81 2.40 0.00
H 2.07 -4.35 2.71 0.00
H 1.58 -3.95 4.35 0.00
H 2.58 -2.76 3.47 0.00
H -0.60 -0.37 3.73 0.00
H 0.21 -1.32 4.99 0.00
H -1.45 -1.71 4.44 0.00
O 1.49 1.80 0.55 0.00
C 0.45 2.45 0.78 0.00
O -0.72 1.97 1.10 -0.02
C 0.44 3.95 0.54 0.00
C -0.78 4.66 0.37 0.00
C -0.77 5.90 -0.30 0.00
C 0.46 6.36 -0.82 0.00
C 1.69 5.82 -0.40 0.00
C 1.66 4.62 0.30 0.00
N 0.51 7.00 -2.12 0.00
O -0.55 7.37 -2.67 0.00
O 1.64 7.04 -2.65 0.00
H -1.73 4.23 0.72 0.00
H -1.67 6.45 -0.49 0.00
H 2.62 6.28 -0.71 0.00
H 2.61 4.14 0.56 0.00
```

Properties
HOMO level (spin up / spin down): -7.2 / -7.2 eV
ΔE to the lowest compared entry with this formula, charge and spin: 106.3 kcal/mol
2S+1: 7
Gap between HOMO and LUMO (spin up / spin down): 5.90 / 6.09 eV
Charge: 0
LUMO (spin up / spin down): -1.34 / -1.15 eV

=====

3.
C41H44ClILuN2OS3Si as an isolated structure, computed with wB97M-V/def2-TZVPD.

XYZ file:
```
95
Properties=species:S:1:pos:R:3:lowdin_charge:R:1
Lu -0.19 -0.77 1.00 1.23
C -1.80 3.19 0.71 -0.52
C -1.87 3.78 -0.69 -0.50
S -1.12 2.79 -2.00 0.84
C -2.46 2.65 -3.20 -0.55
C -3.75 1.99 -2.73 -0.53
S -3.52 0.33 -2.05 0.87
C -4.46 0.42 -0.51 -0.53
C -4.08 1.53 0.45 -0.51
S -2.35 1.50 0.98 0.83
H -2.36 3.84 1.39 0.08
H -0.77 3.16 1.07 0.05
H -1.36 4.74 -0.66 0.08
H -2.91 3.99 -0.97 0.06
H -2.02 2.07 -4.02 0.05
H -2.69 3.64 -3.61 0.08
H -4.44 1.95 -3.58 0.07
H -4.23 2.61 -1.98 0.05
H -4.31 -0.55 -0.04 0.06
H -5.53 0.51 -0.74 0.08
H -4.70 1.43 1.34 0.06
H -4.29 2.51 0.03 0.06
C -4.59 -1.11 3.57 -0.17
Si -2.73 -1.39 3.39 0.34
C -2.25 -2.85 4.49 -0.17
C -1.89 0.11 4.13 -0.19
N -2.21 -1.62 1.76 -0.23
C -2.61 -2.72 1.04 -0.34
C -3.57 -3.66 1.47 -0.05
C -3.93 -4.78 0.74 -0.11
C -3.36 -5.02 -0.50 -0.11
C -2.42 -4.12 -0.98 -0.02
C -2.07 -3.01 -0.24 -0.19
O -1.12 -2.08 -0.74 -0.17
C -0.44 -2.50 -1.89 -0.33
C -0.91 -2.12 -3.13 -0.03
C -0.19 -2.47 -4.26 -0.08
C 0.98 -3.21 -4.14 -0.09
C 1.42 -3.62 -2.88 -0.06
C 0.70 -3.27 -1.74 -0.02
H -4.79 -0.69 4.56 0.03
H -5.19 -2.01 3.47 0.02
H -4.95 -0.39 2.83 0.01
H -2.50 -2.62 5.53 0.02
H -1.17 -3.01 4.43 0.02
H -2.73 -3.78 4.22 0.02
H -1.85 -0.02 5.22 0.03
H -2.44 1.03 3.92 0.01
H -0.87 0.28 3.79 0.00
H -4.03 -3.51 2.43 0.06
H -4.67 -5.46 1.15 0.10
H -3.63 -5.89 -1.08 0.09
H -1.97 -4.29 -1.95 0.11
H -1.82 -1.53 -3.19 0.08
H -0.53 -2.16 -5.24 0.10
H 1.55 -3.47 -5.02 0.10
H 2.33 -4.19 -2.78 0.11
H 1.03 -3.55 -0.75 0.08
C 0.76 1.16 1.65 -0.23
C 1.93 1.49 1.41 -0.25
C 3.25 1.82 1.09 -0.23
C 3.43 2.81 0.03 -0.18
C 2.40 3.05 -0.90 -0.06
C 2.52 3.97 -1.92 -0.13
C 3.69 4.72 -2.07 -0.13
C 4.71 4.53 -1.15 -0.12
C 4.59 3.60 -0.12 -0.06
C 4.33 1.10 1.73 -0.20
C 4.06 0.29 2.86 -0.05
C 5.04 -0.48 3.45 -0.11
C 6.34 -0.50 2.97 -0.14
C 6.63 0.27 1.85 -0.13
C 5.65 1.05 1.24 -0.08
H 1.49 2.47 -0.81 0.06
H 1.70 4.09 -2.62 0.06
H 3.79 5.44 -2.87 0.08
H 5.62 5.12 -1.22 0.09
H 5.39 3.52 0.60 0.10
H 3.05 0.28 3.25 0.10
H 4.77 -1.09 4.31 0.09
H 7.11 -1.10 3.44 0.08
H 7.63 0.27 1.44 0.09
H 5.92 1.60 0.35 0.08
Cl 1.00 -2.73 1.84 -0.09
I 1.46 1.37 -4.76 0.89
C 2.07 0.50 -2.97 -0.71
C 3.41 0.33 -2.66 -0.11
C 3.73 -0.23 -1.44 -0.03
C 2.71 -0.58 -0.56 -0.13
N 1.41 -0.42 -0.88 -0.02
C 1.11 0.12 -2.06 -0.26
H 4.19 0.64 -3.35 0.10
H 4.75 -0.35 -1.12 0.11
H 2.93 -0.99 0.41 0.09
H 0.06 0.27 -2.27 0.06
```

Properties
HOMO level (spin up / spin down): -2.6 / -2.6 eV
ΔE to the lowest compared entry with this formula, charge and spin: 0.0 kcal/mol
Gap between HOMO and LUMO (spin up / spin down): 4.42 / 4.41 eV
Charge: -1
LUMO (spin up / spin down): 1.81 / 1.81 eV

=====

The following F_max values (in hartree/bohr) correspond, in order, to the records above: 0.0028 0.0489 0.0127.
The following energy values (in eV) correspond, in order, to the records above: -119044.1985 -106464.3748 -142891.5643.